A 7-piece molecular cluster, C14H35N8O15S2 overall, computed with ωB97M-V/def2-TZVPD.

Output
- Molecular weight: 619.6 g mol⁻¹
- HOMO level: -11.325 eV
- Energy: -2916.46936 hartree
- Charge: +1

Element x y z (Å)
C -3.52022 -2.09627 1.26249
C -2.24885 -2.63882 0.48984
O -2.24101 -2.22161 -0.88116
C -0.91166 -2.20706 -1.42510
C -0.76252 -0.76969 -2.10711
O 0.12588 -0.78082 -3.23258
C 1.42788 -0.32256 -2.85068
C 1.49545 1.25062 -2.64286
O 2.32207 1.63491 -1.50437
C 1.64465 1.35787 -0.30411
S 2.66787 1.97233 1.14542
N 2.22513 0.87140 2.41934
N 4.31470 1.75858 0.70897
C 4.80970 0.68484 1.18703
S 5.42095 -0.77646 1.54028
H -4.48459 -2.51582 0.87802
H -3.46947 -2.36286 2.35668
H -3.56272 -0.96842 1.24099
H -1.36270 -2.27136 1.07581
H -2.22480 -3.76564 0.55014
H -0.11535 -2.39667 -0.65965
H -0.91254 -2.98135 -2.25059
H -0.50089 0.01549 -1.33566
H -1.78870 -0.52109 -2.50765
H 2.16980 -0.59937 -3.63997
H 1.69890 -0.89568 -1.91203
H 0.47017 1.69365 -2.51941
H 2.01399 1.68393 -3.54308
H 1.52965 0.23920 -0.14424
H 0.63734 1.85573 -0.23353
H 1.19761 0.99433 2.47225
H 2.33504 -0.10157 2.09091
C 2.56771 -4.04500 -2.97661
N 2.04698 -3.97938 -1.58689
O 2.11388 -2.90754 -1.00736
O 1.58967 -4.99671 -1.12501
H 2.94318 -3.06453 -3.25560
H 3.36589 -4.78408 -2.99263
H 1.74314 -4.34112 -3.62164
C -1.05181 -2.21633 5.42644
N -1.69823 -2.94200 4.30534
O -1.23150 -2.79604 3.18979
O -2.65271 -3.63188 4.58045
H -0.21735 -1.64161 5.03491
H -1.80163 -1.56103 5.86595
H -0.70781 -2.95950 6.14280
C 7.61760 3.10864 0.16013
N 8.56431 3.73127 -0.79943
O 8.86132 4.89176 -0.61681
O 8.97122 3.02733 -1.69953
H 7.33826 3.84801 0.90594
H 6.74694 2.78207 -0.40515
H 8.12700 2.26597 0.62365
C 3.62135 2.94353 -6.90270
N 2.42847 2.27256 -6.32438
O 1.41528 2.92829 -6.21307
O 2.55417 1.10621 -6.00179
H 3.36218 3.97117 -7.14084
H 4.41215 2.90685 -6.15643
H 3.90145 2.39712 -7.80070
C -5.19898 0.96412 4.03494
N -4.11894 0.03066 4.44512
O -3.18018 -0.11762 3.68454
O -4.24727 -0.52359 5.51557
H -4.95024 1.38237 3.06405
H -6.12492 0.39610 3.98269
H -5.25738 1.74611 4.78945
C -9.36602 2.55182 1.98410
N -8.28585 1.61668 2.39059
O -7.35053 1.47301 1.62300
O -8.41828 1.06141 3.46615
H -9.11776 2.97024 1.01291
H -10.29126 1.98182 1.93481
H -9.42424 3.33308 2.73887

Atomic partial charges in e from the Löwdin method, atoms 1 to 5: -0.0754, -0.2603, -0.1680, -0.1688, -0.1581

***

C14H36BrF6N3O11S2V as an isolated structure, computed with ωB97M-V/def2-TZVPD.

Output
- Relative energy (zero: lowest compared OMol25 entry of this formula, charge and spin): 0.000 eV
- Molecular weight: 731.4 g mol⁻¹
- <S²>: 0.753
- HOMO level (spin up / spin down): -12.651 / -12.651 eV
- Spin multiplicity: 2
- Energy: -6459.83573 hartree
- Charge: +2

Element x y z (Å)
O -9.84575 -1.50732 -2.21115
V -8.52849 -1.14988 -1.40161
O -8.97423 -0.32475 -0.10354
C -12.51819 -3.67164 -0.77649
C -13.09330 -2.56674 0.04450
C -12.24407 -1.28142 0.22100
O -12.83688 -0.53001 1.20769
C -12.16595 0.70610 1.58160
N -14.42842 -2.17566 -0.59713
H -14.87658 -3.05346 -0.81783
H -15.10166 -1.70762 -0.00738
H -14.34663 -1.54345 -1.38052
H -13.16865 -4.54583 -0.80454
H -11.55619 -3.86281 -0.30097
H -12.34519 -3.39764 -1.81720
H -13.39224 -2.90339 1.03718
H -12.15569 -0.81775 -0.76151
H -11.20401 -1.49127 0.47066
H -12.50281 1.04827 2.56013
H -12.34361 1.48335 0.83835
H -11.07750 0.65145 1.60183
C -8.38989 4.76859 5.91162
C -8.73695 3.94585 4.65959
C -8.13506 2.55278 4.53535
O -8.82543 1.66015 3.62009
C -8.19272 0.40413 3.35280
N -10.22376 3.83625 4.50761
H -10.49839 3.61959 3.56012
H -10.57770 3.10556 5.10839
H -10.70679 4.64070 4.88129
H -7.34744 5.08406 5.86834
H -8.45194 4.12611 6.78995
H -8.99634 5.66943 6.00541
H -8.39538 4.60586 3.86221
H -8.23034 2.25609 5.57986
H -7.05909 2.54868 4.36107
H -8.51342 -0.33005 4.09189
H -7.12657 0.53369 3.53896
H -8.43009 0.05369 2.34834
C -9.17669 -2.21847 -5.26742
C -8.09760 -3.18880 -5.04039
C -7.70842 -3.32769 -3.51932
O -7.33281 -1.99076 -3.05659
C -6.00106 -1.64442 -3.53564
N -8.51812 -4.58676 -5.57499
H -8.75562 -4.59052 -6.55666
H -7.69516 -5.15591 -5.43748
H -9.27490 -4.94822 -5.01220
H -8.98667 -1.26439 -4.77574
H -10.14668 -2.44649 -4.82558
H -9.31952 -2.08771 -6.34008
H -7.18546 -2.95677 -5.59017
H -6.88625 -4.00967 -3.30242
H -8.55018 -3.70544 -2.93893
H -5.85196 -1.54035 -4.61037
H -5.19288 -2.25633 -3.13501
H -5.82714 -0.60221 -3.26794
C -12.59735 0.09026 -4.55470
F -12.88805 1.33696 -4.96580
F -11.92768 -0.55540 -5.49821
F -11.89394 0.17695 -3.45598
S -14.29315 -0.80556 -3.99121
O -14.05855 -2.19543 -3.66658
O -14.76493 -0.11894 -2.77589
O -15.19416 -0.58928 -5.12480
C -4.77624 1.10443 -0.19998
F -4.48089 1.25864 -1.46533
F -3.71533 1.41073 0.52793
F -5.78065 1.91705 0.09336
S -5.34657 -0.63307 0.17630
O -4.11861 -1.39816 -0.06232
O -5.77418 -0.59275 1.57615
O -6.44619 -1.05569 -0.70397
Br -8.05720 1.42393 -2.75063

Atomic partial charges in e from the Löwdin method, atoms 1 to 5: -0.3075, 0.8400, -0.3053, -0.0369, -0.2740

***

C14H36Cl2CrOP3 as an isolated structure, computed with ωB97M-V/def2-TZVPD.

Output
- Relative energy (zero: lowest compared OMol25 entry of this formula, charge and spin): 0.544 eV
- Molecular weight: 436.3 g mol⁻¹
- <S²>: 3.863
- HOMO level (spin up / spin down): -15.442 / -15.636 eV
- Spin multiplicity: 4
- Energy: -3618.69304 hartree
- Charge: +2

Element x y z (Å)
C 1.18576 -0.11772 -5.08828
C 1.03512 -0.00157 -3.63237
H 2.25125 -0.05391 -5.34868
H 0.63832 0.69695 -5.59590
H 0.77736 -1.08268 -5.43831
O 1.81541 0.15636 -2.72574
Cl -1.07729 -0.09592 -3.29066
Cr -0.55195 0.03259 -1.13951
P -0.01915 2.45969 -1.04165
C 1.46333 3.04181 -0.16377
C 0.28885 3.09488 -2.72115
H 0.53382 4.16404 -2.64207
H -1.32204 4.48723 -1.04009
H -0.61213 2.96299 -3.33273
H -2.33520 3.03321 -0.77922
H 2.32765 2.48687 -0.54870
H 1.12459 2.54932 -3.18003
C -1.39323 3.52551 -0.51618
H 1.60654 4.11278 -0.35861
H -1.37596 3.69458 0.56459
H 1.40401 2.87965 0.91608
P 0.17904 -2.37252 -0.99801
C 1.60054 -2.96326 -0.02945
C -1.22040 -3.40902 -0.45426
H -0.30152 -3.04347 -3.29101
H 0.88320 -4.12545 -2.47918
H 1.39799 -2.51856 -3.08832
C 0.57339 -3.08218 -2.63170
H -2.15059 -3.00375 -0.87511
H -1.06953 -4.43765 -0.81257
H 2.02798 -3.85136 -0.51336
H 1.31049 -3.23091 0.99123
H -1.29397 -3.41134 0.64111
H 2.36599 -2.17967 0.00604
Cl -2.77643 0.32081 -0.77236
C 2.14353 -0.00017 2.28832
C 0.82856 -0.74090 2.45989
P -0.55739 -0.05997 1.45729
C -2.05927 -0.97739 2.09290
C -1.94264 -1.71458 3.42815
C -0.82903 1.58198 2.27833
C -0.72922 1.62707 3.80722
H 2.36964 0.22161 1.24126
H 2.95963 -0.61771 2.67562
H 2.16627 0.93787 2.84960
H 0.93209 -1.78997 2.16160
H 0.51609 -0.75088 3.51202
H -2.86776 -0.23110 2.14163
H -2.34777 -1.66833 1.28746
H -1.81149 -1.03020 4.28011
H -2.88194 -2.26182 3.59990
H -1.12340 -2.44901 3.44526
H -0.10076 2.28033 1.83804
H -1.82717 1.92355 1.95997
H 0.26308 1.33067 4.17860
H -0.90088 2.66554 4.12910
H -1.49142 1.00507 4.29767

Atomic partial charges in e from the Löwdin method, atoms 1 to 5: -0.0192, -0.4782, 0.1269, 0.1254, 0.1220

***

A 11-piece molecular cluster, C14H36N11O23 overall, computed with ωB97M-V/def2-TZVPD.

Output
- Molecular weight: 726.5 g mol⁻¹
- HOMO level: -4.610 eV
- Energy: -2887.00096 hartree
- Charge: -1

Element x y z (Å)
N -1.29249 -0.26975 -4.44758
C -1.00531 -1.56992 -3.87327
C -0.83357 -1.48060 -2.35076
C 0.56672 -1.47254 -1.89297
O 1.22101 -0.46913 -1.69708
C 0.22454 -2.25036 -4.51001
O 0.17539 -3.50576 -4.52793
O 1.12857 -1.48496 -4.88883
H -0.61967 -0.07471 -5.16825
H -1.26497 0.46445 -3.76189
H -1.82131 -2.24926 -4.05577
H -1.33261 -0.63269 -1.91584
H -1.28431 -2.36836 -1.93704
H 1.00740 -2.45034 -1.68102
C -0.85900 2.65364 0.41431
N -1.64635 1.87304 -0.57226
O -1.42637 2.03521 -1.74656
O -2.45193 1.08139 -0.11590
H -0.17476 3.29906 -0.12231
H -1.55990 3.22111 1.01554
H -0.32454 1.93442 1.01872
C -0.49419 0.57138 4.73786
N -0.06520 1.44656 3.62369
O 0.83130 1.04226 2.91052
O -0.62339 2.51031 3.48571
H 0.10404 -0.32743 4.70130
H -0.31795 1.12316 5.65213
H -1.55179 0.35848 4.62005
C 4.45710 2.38037 0.89844
N 5.31322 3.32751 1.65950
O 5.82865 4.25483 1.07898
O 5.45055 3.10790 2.85072
H 4.42088 2.69332 -0.13774
H 4.89671 1.39208 1.00044
H 3.47734 2.40483 1.35455
C -4.32679 1.05742 2.79084
N -3.65575 2.26278 3.34868
O -3.44108 3.19874 2.61226
O -3.35758 2.22291 4.52271
H -4.51701 1.22685 1.73964
H -3.65697 0.22059 2.93114
H -5.24268 0.91447 3.35657
C 6.88791 -2.14416 1.42245
N 5.77266 -1.19679 1.68972
O 5.19344 -0.73553 0.73511
O 5.54036 -0.94115 2.85593
H 6.97714 -2.26365 0.35069
H 7.78469 -1.71429 1.85580
H 6.63857 -3.08006 1.91077
C -5.17372 1.05420 8.24329
N -4.98367 0.23784 7.01371
O -4.04275 -0.52103 6.97480
O -5.79325 0.39584 6.12725
H -4.38318 0.80564 8.93890
H -5.12974 2.09607 7.94429
H -6.15177 0.81097 8.64432
C 4.24555 0.64792 5.51029
N 3.21819 0.70827 6.59488
O 3.60378 0.73501 7.74043
O 2.04337 0.70514 6.27827
H 5.21945 0.62453 5.98115
H 4.06100 -0.24801 4.92812
H 4.12799 1.52775 4.88384
C 2.66782 -1.87530 -7.26001
N 3.00421 -2.46392 -8.58815
O 2.17471 -2.43614 -9.47546
O 4.10828 -2.95246 -8.72385
H 1.66008 -1.48865 -7.28248
H 2.74851 -2.65480 -6.51120
H 3.39249 -1.08975 -7.07397
C -6.58977 -2.25630 1.27912
N -5.19222 -2.59526 1.66515
O -4.39019 -1.68933 1.73292
O -4.95415 -3.76010 1.88145
H -6.64826 -1.18827 1.11488
H -6.81604 -2.81016 0.37449
H -7.23323 -2.57370 2.09273
C -0.11334 -0.03889 -11.18899
N -1.01335 0.25512 -10.03943
O -2.19774 0.38793 -10.27473
O -0.49889 0.35384 -8.95315
H -0.71871 -0.08292 -12.08498
H 0.61312 0.76513 -11.23843
H 0.38469 -0.98384 -10.99127

Atomic partial charges in e from the Löwdin method, atoms 1 to 5: 0.0592, -0.3261, -0.1196, -0.2714, 0.0296